23
Properties=species:S:1:pos:R:3:forces:R:3 method="wB97M-V/def2-TZVPD" e_above_lowest_kj_mol=57.7 total_charge=0 s_squared=2.010 homo_energy_ev="-6.365 / -9.298" orbital_gap_ev="7.2 / 8.2" e_tot_ha=-714.7143 spin_multiplicity=3
C 3.322199 0.188407 -1.665511 2.32 1.40 2.27
C 2.724180 -0.806535 -2.345382 -0.25 -0.13 -2.34
C 2.649668 0.855236 -0.632012 0.27 1.21 1.44
C 1.318354 -1.053189 -2.205818 0.51 -0.42 -0.15
C 1.310543 0.615614 -0.425413 -2.41 0.21 -0.69
C 0.644258 -0.214344 -1.366634 1.81 -0.44 0.87
C 0.461182 1.338402 0.629892 -0.42 2.15 -1.49
C -2.111863 -1.765174 2.087420 -0.14 0.41 2.37
C -3.333107 0.807021 0.661052 -0.98 -2.55 0.06
O -0.367290 0.569538 1.429766 -1.11 -1.62 0.56
Si -1.787548 -0.266851 0.922946 1.03 -0.23 -0.12
H 4.444823 0.370167 -1.718270 -1.66 -0.22 -0.40
H 3.388038 -1.106057 -3.192235 -1.12 -0.95 0.72
H 3.130883 1.612483 0.088716 -0.43 -1.33 -1.34
H 0.853872 -1.941792 -2.656618 0.12 0.71 -0.20
H 1.174093 1.937271 1.212029 -0.32 -0.27 0.43
H -0.255014 2.116461 0.159745 1.43 -0.88 0.02
H -1.363143 -1.987274 2.959663 -1.17 0.97 -1.50
H -3.170254 -1.676245 2.596261 1.91 -0.46 -1.19
H -1.982462 -2.660212 1.478987 -0.64 -0.04 -0.08
H -3.854198 0.644718 1.623406 -0.49 -0.13 -0.61
H -3.226692 1.818075 0.619972 0.97 3.04 -0.06
H -3.970523 0.604280 -0.261961 0.78 -0.43 1.43